This record from the OMol25 dataset describes an isolated molecule of C7H12N2. The level of theory is the ωB97M-V functional and the def2-TZVPD basis.

Geometry (Å):
N 0.6140 -0.8036 -1.9487
N -1.3393 1.2681 -1.9601
C 1.0358 -0.0223 0.3136
C -1.0834 0.5657 -0.8973
C 0.2532 -0.1386 -0.7820
C 0.7347 0.8600 1.4992
C -2.3479 -0.8399 0.6934
C -2.1018 0.3653 0.1669
C 2.3476 -0.7559 0.4555
H 1.6424 1.3850 1.8187
H -3.1225 -0.9692 1.4422
H -2.6875 1.2329 0.4478
H 0.3768 0.2578 2.3402
H -1.8076 -1.7274 0.3752
H -0.0004 1.6392 1.2825
H 0.0950 -0.3792 -2.7254
H 3.1823 -0.0485 0.4088
H -2.2943 1.6369 -1.9132
H 1.6113 -0.7379 -2.1244
H 2.5055 -1.5166 -0.3141
H 2.3863 -1.2719 1.4212

Properties
E_tot: -383.3884 Eh
Structure (SMILES): [H]/N=C(\C=C)C(N)=C(C)C
Orbital gap: 8.5 eV
Energy above the lowest of the compared OMol25 structures with the same formula, charge and spin: 21.8 kcal/mol